[1]
96
Properties=species:S:1:pos:R:3:forces:R:3:lowdin_charge:R:1 method="wB97M-V/def2-TZVPD" homo_energy_ev=-11.72 spin_multiplicity=1 lumo_energy_ev=-2.26 total_charge=+1
C 27.45500 27.14900 44.59600 0.0 -2.0 -2.2 -0.0905
C 26.49400 27.56400 43.40700 2.3 -1.0 0.9 -0.2231
C 25.08400 28.01000 43.69700 -0.5 -2.8 2.3 -0.1550
C 24.04100 26.78700 43.76500 4.0 -0.9 2.1 -0.0783
N 22.66100 27.13700 44.14300 0.3 -1.4 -1.7 -0.1670
C 21.73600 25.97200 43.66500 -1.1 3.6 -1.0 -0.0215
C 20.33200 26.71700 43.48300 2.5 0.6 2.9 -0.1005
C 20.68400 28.20900 43.35000 -0.1 1.0 -5.0 -0.0778
C 22.19700 28.23700 43.28500 -4.3 -1.9 5.2 -0.1462
C 22.45000 27.37600 45.66000 -4.6 5.2 -4.3 -0.0598
C 22.62400 28.81400 46.14500 1.0 -0.8 0.6 -0.2043
C 22.27800 28.94200 47.66200 0.5 -1.2 1.3 -0.0768
H 26.95100 26.29100 45.05100 0.5 -0.1 0.3 0.0543
H 27.71900 27.83100 45.31400 -0.2 2.2 1.8 0.0006
H 28.52500 26.85600 44.24700 -2.0 0.0 0.0 0.1109
H 26.59200 26.61800 42.84100 -0.5 1.0 -0.8 0.1088
H 26.97200 28.43400 42.97700 0.2 -0.1 -0.8 0.0912
H 24.82800 28.68700 42.95700 -0.9 1.3 -1.4 0.0847
H 25.13300 28.51300 44.65000 -0.3 0.5 0.3 0.0977
H 24.43100 25.97700 44.61900 -0.9 2.0 -2.4 0.1966
H 24.19200 26.32200 42.76700 -1.0 0.0 0.6 0.1279
H 21.70900 25.40600 44.48100 -0.2 -3.1 3.0 0.0722
H 21.97500 25.40100 42.73600 0.7 1.1 0.8 0.1296
H 19.71500 26.70700 44.38600 0.2 -0.7 -0.1 0.0820
H 20.01200 25.97800 42.86300 -2.4 -0.6 -2.9 0.0654
H 20.28700 28.71600 44.19100 -0.5 0.7 0.5 0.0772
H 20.39900 28.76500 42.25300 0.1 -1.5 3.3 0.1739
H 22.67700 29.06900 43.47200 1.9 4.7 2.2 0.0743
H 22.44400 28.17600 42.37000 2.0 -2.2 -6.9 0.0597
H 22.99100 26.79600 46.16900 4.9 -4.8 3.5 0.0557
H 21.44500 27.10700 45.88500 -1.1 -0.4 -0.2 0.1223
H 21.89100 29.49700 45.80000 -0.3 0.6 -1.6 0.0978
H 23.68900 29.07100 45.85900 -1.4 0.6 0.9 0.1074
H 22.78400 28.05400 48.23600 -0.2 2.1 -0.6 0.1035
H 21.15900 28.72600 47.98400 2.1 1.0 -1.3 0.0833
H 22.65000 30.01900 47.92200 -0.8 -2.4 0.1 0.0821
O 22.63800 22.51700 43.00800 0.0 -1.3 -0.7 -0.0686
H 23.13100 21.69500 42.74300 -0.6 1.1 0.5 0.0902
H 21.69900 22.28000 42.85600 0.6 0.2 0.3 0.0743
O 20.97600 30.96400 50.35000 -0.6 -0.4 0.8 -0.0665
H 20.43700 31.22300 51.13700 0.8 -0.4 -1.0 0.0783
H 21.14900 29.99600 50.39100 -0.2 1.0 0.1 -0.0008
O 21.71300 29.12200 39.95300 1.4 1.4 0.9 -0.0769
H 22.64500 29.51000 39.81300 -2.4 -1.6 -0.5 0.1094
H 21.34600 28.48100 39.33400 1.1 0.2 -0.4 0.0505
O 23.67300 31.63900 44.22000 -3.0 -0.7 -0.2 -0.0234
H 24.31400 31.77400 43.56200 1.8 0.5 -0.3 0.0124
H 23.93100 31.69300 45.12700 1.4 0.1 0.4 -0.0191
O 18.79200 28.32300 46.36700 -0.7 0.4 -1.8 -0.0441
H 17.84500 28.55600 46.31100 0.7 0.1 -0.2 0.0892
H 18.90800 28.27100 47.30100 0.2 0.3 1.6 -0.0192
O 23.32100 31.93900 49.15200 1.8 2.7 -7.9 0.0832
H 23.87900 32.26900 49.73000 3.7 2.2 4.7 -0.0062
H 22.71200 31.41200 49.43800 -5.7 -4.5 3.5 -0.0936
O 18.04500 25.83800 46.39200 -1.6 -3.0 0.4 -0.0358
H 18.39900 26.67100 46.22200 1.2 2.6 -0.4 -0.0732
H 17.10900 25.91900 46.16400 0.2 -0.2 0.1 0.0710
O 27.28700 31.30800 45.16400 -1.7 -1.8 2.1 -0.1210
H 26.84300 30.69500 45.88000 1.4 2.0 -2.2 0.0634
H 27.88600 30.72300 44.67400 -0.2 0.0 0.2 -0.0513
O 24.72100 31.26000 46.93400 -1.9 1.4 -0.4 -0.1045
H 23.94100 31.86100 47.24100 2.4 -1.7 0.1 0.0889
H 25.13900 30.87400 47.70700 -0.4 0.3 0.3 0.0439
O 29.20200 30.15600 43.76800 1.8 0.5 -1.8 -0.0869
H 29.75000 30.99100 43.74400 -0.9 -1.3 0.2 0.0961
H 29.41900 29.72500 42.89600 -0.4 0.6 1.3 0.0853
O 29.17700 24.82400 46.84300 -0.5 0.1 0.7 -0.0800
H 28.64500 24.27100 46.22500 1.7 0.9 0.0 0.0790
H 30.04700 25.22800 46.62000 -1.4 -1.1 -0.7 0.0831
O 25.41900 24.61800 40.82700 -5.0 3.7 4.1 -0.1007
H 25.67700 23.99100 40.27500 2.3 -4.3 -3.9 -0.0795
H 24.33700 24.42700 40.83200 3.7 1.1 -0.5 0.0306
O 19.05700 23.86900 44.64900 -1.6 0.9 -3.6 -0.1061
H 18.42700 24.41600 44.00200 2.1 -1.9 2.3 0.1081
H 18.98200 24.34300 45.46100 -0.4 0.8 1.1 -0.0374
O 18.56000 28.73300 49.01400 -2.4 1.1 -0.1 -0.0364
H 19.34900 28.54200 49.47000 1.7 -0.3 1.0 -0.0425
H 18.08400 29.42000 49.53900 0.6 -0.8 -0.8 0.0957
O 18.89300 29.56900 40.34100 -3.5 -3.1 5.4 0.0705
H 19.65000 29.84200 40.03400 7.6 2.2 -1.6 -0.0642
H 18.41800 29.78200 39.62500 -4.0 1.1 -4.0 0.0097
O 28.44600 28.74900 47.63400 1.9 -1.4 0.8 -0.1099
H 29.23800 28.27600 48.03600 -0.9 1.6 -0.6 0.0663
H 27.95800 27.91600 47.50300 -0.8 0.3 -0.2 -0.0507
O 22.89100 24.18200 40.78000 -0.6 2.1 -2.2 -0.0077
H 22.38800 23.73800 40.08800 0.2 -0.3 0.6 0.1014
H 23.00700 23.72900 41.57900 -0.7 -2.2 2.0 -0.0227
O 20.92000 28.23900 50.50200 -1.7 -2.1 2.7 -0.1185
H 20.96500 27.23800 50.66000 0.3 1.9 -0.6 0.1281
H 20.32300 28.48000 51.29600 1.4 -0.4 -1.6 0.1175
O 27.12000 26.47700 47.94900 0.4 -0.6 2.5 -0.1343
H 27.13200 26.68700 48.96700 0.1 -0.9 -3.0 0.1231
H 27.75100 25.71600 47.76400 -0.6 1.2 0.5 0.0342
O 17.79900 27.09400 40.81200 6.0 -9.9 1.7 0.1158
H 17.02400 27.35800 40.91700 -10.7 3.6 1.5 -0.0805
H 18.27400 27.72000 40.47700 4.6 6.1 -2.9 -0.0952

---

[2]
10
Properties=species:S:1:pos:R:3:forces:R:3:nbo_charge:R:1 method="wB97M-V/def2-TZVPD" homo_energy_ev=-9.51 spin_multiplicity=1 lumo_energy_ev=-0.43 total_charge=0
C -0.88484 -0.56591 -0.33280 3.1 0.3 2.3 -0.4360
C 1.21682 -0.48893 0.11165 -3.8 -2.9 -0.7 0.2262
C -0.43240 0.88080 0.00798 -0.7 0.2 0.4 0.2088
O 1.00255 0.82469 0.07401 -1.0 1.9 -0.9 -0.5433
Cl 2.05441 -1.27543 -1.26940 -0.1 0.8 1.1 0.0175
Cl 1.63629 -1.09144 1.69641 0.3 0.0 -0.5 0.0508
Cl -1.05961 1.38588 1.64077 0.4 -0.6 -0.1 -0.0287
Cl -1.09835 2.19768 -1.02947 0.8 -0.6 -0.4 0.0008
H -0.83156 -0.89451 -1.39277 -0.5 0.4 1.0 0.2464
H -1.60330 -0.97284 0.49360 1.4 0.5 -2.1 0.2575

---

[3]
17
Properties=species:S:1:pos:R:3:forces:R:3:nbo_charge:R:1 method="wB97M-V/def2-TZVPD" homo_energy_ev=-8.03 smiles="CNN(C)C(C)=S" spin_multiplicity=1 lumo_energy_ev=0.73 total_charge=0
C -1.90721 0.18105 0.65979 1.9 -1.4 0.6 -0.4218
C 0.21108 -1.82927 -0.24961 -1.1 -0.1 1.3 -0.4228
C 1.45459 0.30453 -0.04396 0.6 -0.3 -0.3 0.1599
C 1.35043 1.78488 -0.20106 -0.1 -0.3 -0.4 -0.6714
H -1.45842 0.55645 1.60319 0.0 -0.1 -0.7 0.2075
H -2.25586 -0.85497 0.88561 -0.1 0.6 -0.2 0.1732
H -2.68608 0.84158 0.40672 -1.2 0.6 -0.4 0.2117
H -1.35073 -0.17143 -1.31901 0.7 0.3 0.9 0.3575
H 0.87742 -2.28059 -0.91658 1.0 -0.5 -1.3 0.2221
H -0.85001 -2.10000 -0.46284 1.0 0.2 0.0 0.1973
H 0.46033 -2.22610 0.71478 0.1 -0.4 0.7 0.2180
H 0.78324 2.03665 -1.08696 0.0 0.0 -0.4 0.2348
H 0.74226 2.12835 0.60240 -0.3 0.7 0.8 0.2285
H 2.32540 2.24918 -0.21370 0.1 0.0 0.1 0.2419
N -0.92787 0.21438 -0.45218 -0.3 1.2 -0.3 -0.4646
N 0.32395 -0.39143 -0.20074 -1.8 -0.4 -0.6 -0.2645
S 2.90748 -0.44327 0.27414 -0.4 0.0 0.0 -0.2074

---

[4]
14
Properties=species:S:1:pos:R:3:forces:R:3:nbo_charge:R:1 method="wB97M-V/def2-TZVPD" homo_energy_ev=-14.86 spin_multiplicity=1 lumo_energy_ev=-3.12 total_charge=+1
C 0.78830 -1.20107 0.38833 -0.1 -0.1 -0.1 -0.0691
C 1.78171 -0.91757 1.19827 0.0 0.1 0.2 -0.3444
N -0.59468 -0.82733 0.70121 0.0 -0.1 -0.1 -0.7405
H 0.88809 -1.69985 -0.56617 0.0 0.0 0.0 0.2318
H 2.79503 -1.18083 0.94378 0.1 0.0 -0.1 0.2471
H 1.62880 -0.42172 2.15208 0.0 0.0 -0.1 0.2142
H -0.63714 -0.34208 1.59632 -0.1 0.0 0.0 0.4264
H -0.99148 -0.15462 -0.09483 -0.1 -0.1 0.1 0.4558
H -1.19298 -1.65643 0.77125 0.1 0.2 0.0 0.4338
C -0.59378 1.92028 -1.29338 -0.1 0.0 0.0 0.0453
N -1.33820 0.90039 -1.20506 0.1 0.1 -0.1 -0.6615
H 0.16623 2.08361 -0.53669 0.1 0.0 0.0 0.1778
H -0.67970 2.64482 -2.09770 0.0 0.1 0.0 0.1964
H -2.02022 0.85241 -1.95740 -0.1 -0.1 0.0 0.3869

---

[5]
145
Properties=species:S:1:pos:R:3:forces:R:3:lowdin_charge:R:1 method="wB97M-V/def2-TZVPD" homo_energy_ev=-8.12 spin_multiplicity=1 lumo_energy_ev=-0.25 total_charge=0
C -1.26444 -1.62498 0.43155 -0.2 0.2 -0.7 -0.1969
C 0.07231 -1.09215 -0.03439 0.5 -0.9 0.3 -0.7824
I 0.06917 -1.26922 -2.18018 0.2 0.5 0.2 0.9226
C 1.29699 -1.80230 0.62871 0.4 0.0 -0.3 -0.7035
I 2.23871 -3.36952 -0.54077 0.2 -0.1 0.5 0.8535
B 0.95173 -2.22391 2.09459 -0.4 0.3 0.1 -0.4720
P 0.86918 -0.93028 3.46152 0.3 -0.2 -0.2 0.9949
C -0.88198 -0.71245 4.00949 0.4 0.1 -0.2 -0.2665
C 1.35878 0.72673 2.81504 -0.7 0.0 0.3 -0.2547
C 0.70002 -3.74054 2.59070 -0.4 0.0 0.4 -0.5856
F 1.85859 -4.35133 2.96014 -0.5 0.2 -0.3 0.0987
F -0.10211 -3.74425 3.71004 0.3 -0.2 -0.3 0.0598
F 0.06768 -4.53491 1.69828 0.3 0.1 0.2 0.0791
H -1.47680 -1.37822 1.46813 0.1 -0.2 0.3 0.0645
H -2.04285 -1.16058 -0.16148 -0.3 0.0 0.0 0.0267
H -1.35141 -2.68887 0.23370 0.0 -0.2 0.2 0.0798
H 0.17648 -0.03901 0.19215 -0.2 0.3 -0.2 0.0325
H 2.08830 -1.06107 0.68833 0.2 0.0 -0.1 0.0468
H -1.37439 -0.06225 3.29248 -0.2 0.1 -0.1 0.0269
H -0.86534 -0.21704 4.97208 -0.1 0.0 0.2 0.0333
H -1.41515 -1.65124 4.06153 0.0 -0.2 0.1 0.0349
H 1.58330 0.74617 1.75792 0.2 -0.1 -0.1 -0.0045
H 2.18318 1.11780 3.39873 0.3 0.0 -0.1 0.0075
H 0.52179 1.40457 2.97256 -0.1 0.1 -0.1 0.0460
N -4.30441 -2.45980 -0.31711 -0.1 0.0 0.0 0.0631
C -5.18362 -2.68120 0.65548 0.0 0.1 0.1 -0.1685
C -5.98962 -3.80717 0.72450 0.0 0.0 0.0 -0.0703
C -5.86900 -4.76006 -0.27422 0.0 0.0 0.0 -0.0793
C -4.95667 -4.54470 -1.29506 0.0 0.0 0.0 -0.0660
C -4.20179 -3.38119 -1.27139 0.1 0.0 -0.1 -0.1440
H -5.24459 -1.90463 1.41219 -0.1 -0.1 0.1 0.0969
H -6.69120 -3.93095 1.53813 0.0 0.0 0.0 0.1002
H -6.47811 -5.65478 -0.25910 0.0 0.0 0.0 0.1042
H -4.83303 -5.26029 -2.09598 0.0 0.0 0.0 0.1018
H -3.47922 -3.16875 -2.05244 0.0 0.0 0.0 0.1003
N -6.84729 0.64197 1.47959 0.0 0.0 0.0 0.0595
C -7.80883 1.32068 2.10192 0.0 0.0 0.1 -0.1558
C -9.05372 1.57602 1.54565 0.0 0.0 0.0 -0.0709
C -9.31003 1.10229 0.26953 -0.1 0.0 -0.1 -0.0932
C -8.32053 0.39710 -0.39476 0.0 0.0 0.0 -0.0768
C -7.11204 0.19353 0.25361 0.2 -0.1 0.0 -0.1596
H -7.56463 1.67430 3.09772 0.0 0.0 0.0 0.1017
H -9.79945 2.12948 2.09917 0.0 0.0 0.0 0.1014
H -10.26934 1.28027 -0.20035 0.0 0.0 0.0 0.1057
H -8.47990 0.01059 -1.39220 0.0 0.0 0.0 0.1016
H -6.30974 -0.35589 -0.22789 0.0 0.0 -0.1 0.0883
N -12.20858 -2.41163 -1.64978 0.0 0.0 0.0 0.0546
C -12.82319 -3.48081 -1.15125 0.0 0.0 -0.1 -0.1573
C -12.54542 -4.01392 0.09855 0.0 0.0 0.0 -0.0749
C -11.57186 -3.40417 0.87215 0.0 0.0 0.0 -0.0805
C -10.91953 -2.29084 0.36816 0.0 0.0 0.0 -0.0682
C -11.27751 -1.83722 -0.89270 0.0 0.0 0.0 -0.1566
H -13.57619 -3.92969 -1.78952 0.0 0.0 0.0 0.1025
H -13.07931 -4.88455 0.45347 0.0 0.0 0.0 0.1002
H -11.32458 -3.79057 1.85256 0.0 0.0 0.0 0.1046
H -10.15203 -1.78328 0.93719 0.0 0.0 0.0 0.0936
H -10.79650 -0.96748 -1.32557 0.0 0.0 0.0 0.0847
N 7.04709 -5.93858 -3.78494 0.0 0.0 0.0 0.0523
C 7.96770 -5.80975 -2.83081 0.1 0.0 -0.1 -0.1538
C 7.66503 -5.50679 -1.51070 0.0 0.0 0.0 -0.0751
C 6.33716 -5.32572 -1.16147 0.0 0.0 0.1 -0.0811
C 5.36931 -5.45601 -2.14283 0.0 0.0 0.0 -0.0863
C 5.77573 -5.76286 -3.43238 0.0 0.0 -0.1 -0.1578
H 8.99594 -5.95280 -3.14780 0.0 0.0 0.0 0.0805
H 8.45403 -5.41496 -0.77669 0.0 0.0 0.0 0.0974
H 6.05915 -5.08653 -0.14279 0.0 0.0 0.0 0.1042
H 4.32180 -5.32232 -1.91298 0.0 0.0 0.0 0.0494
H 5.04786 -5.87535 -4.22874 0.0 0.0 0.0 0.1013
N 3.97712 1.30890 5.37321 0.0 0.0 0.0 0.0566
C 3.36819 0.23060 5.86334 -0.1 0.0 -0.1 -0.1572
C 3.62742 -0.28819 7.12378 0.0 0.0 0.0 -0.0667
C 4.57166 0.34375 7.91515 0.0 0.0 0.0 -0.0836
C 5.21496 1.46574 7.41758 0.0 0.0 0.0 -0.0775
C 4.88099 1.90581 6.14623 0.0 0.0 -0.1 -0.1582
H 2.63426 -0.24082 5.20982 0.2 0.0 0.2 0.0263
H 3.10117 -1.16665 7.47125 0.0 0.0 0.0 0.1025
H 4.80328 -0.03121 8.90385 0.0 0.0 0.0 0.1039
H 5.95902 1.99007 8.00125 0.0 0.0 0.0 0.0987
H 5.35780 2.78233 5.72057 0.0 0.0 0.0 0.0993
N 11.55727 -5.37987 -3.83749 0.0 0.0 0.1 0.0520
C 12.29324 -5.67879 -2.76979 -0.1 -0.1 0.0 -0.1568
C 13.48397 -5.04277 -2.45342 0.0 0.0 0.0 -0.0755
C 13.93726 -4.04070 -3.29524 0.0 0.0 0.0 -0.0835
C 13.18391 -3.71780 -4.41155 0.0 0.0 0.0 -0.0742
C 12.00576 -4.41432 -4.63523 -0.1 0.0 -0.1 -0.1502
H 11.90435 -6.47044 -2.13810 0.0 0.0 0.0 0.1029
H 14.03923 -5.32706 -1.57033 0.0 0.0 0.0 0.0999
H 14.86238 -3.51989 -3.08458 0.0 0.0 0.0 0.1041
H 13.50006 -2.94287 -5.09591 0.0 0.0 0.0 0.1002
H 11.38499 -4.19116 -5.49579 0.0 0.0 0.0 0.1054
N -1.23762 2.00014 -0.12036 0.0 0.0 0.0 0.0637
C -0.94920 2.99355 -0.96137 0.1 0.0 0.0 -0.1490
C -1.89406 3.64545 -1.73695 0.0 0.0 0.0 -0.0596
C -3.21669 3.24434 -1.64088 0.0 -0.1 -0.1 -0.0917
C -3.53632 2.21491 -0.77176 0.0 0.0 0.0 -0.0647
C -2.51640 1.63195 -0.03678 0.1 0.0 0.1 -0.1451
H 0.09692 3.27776 -1.01296 0.0 0.0 0.0 0.0868
H -1.60054 4.44792 -2.39932 0.0 0.0 0.0 0.1038
H -3.98303 3.73064 -2.22812 0.0 0.1 0.0 0.0968
H -4.55463 1.86680 -0.66225 0.0 0.0 0.0 0.0951
H -2.73231 0.82602 0.65395 -0.1 0.0 0.0 0.0958
N 3.86437 2.25095 0.81514 0.0 0.0 0.0 0.0716
C 2.96333 2.39178 -0.15294 -0.1 0.0 0.0 -0.1551
C 3.28965 2.62552 -1.48027 0.0 0.0 0.0 -0.0635
C 4.62839 2.72442 -1.82081 0.0 0.0 0.0 -0.0721
C 5.58044 2.58348 -0.82385 0.0 0.0 0.0 -0.0826
C 5.14565 2.34641 0.47176 0.0 0.0 0.1 -0.1633
H 1.92560 2.30743 0.15888 0.0 0.0 -0.1 0.0837
H 2.51285 2.72449 -2.22646 0.0 0.0 0.0 0.0996
H 4.92540 2.90642 -2.84538 0.0 0.0 0.0 0.1075
H 6.63671 2.65434 -1.04498 0.0 0.0 0.0 0.1057
H 5.85483 2.22379 1.28320 0.1 0.0 0.0 0.0977
N -3.94927 -0.49651 -3.91587 0.0 0.0 0.0 0.0614
C -2.69569 -0.44093 -4.36472 0.1 -0.1 0.2 -0.1861
C -2.36353 -0.08285 -5.66390 0.0 0.0 0.0 -0.0688
C -3.38516 0.23245 -6.54412 0.0 0.0 0.0 -0.0836
C -4.69357 0.17879 -6.09162 0.0 0.0 0.0 -0.0780
C -4.91898 -0.18903 -4.77373 0.0 0.0 0.1 -0.1613
H -1.92401 -0.69696 -3.63586 -0.4 0.2 -0.4 -0.0683
H -1.32760 -0.05176 -5.97425 0.0 0.0 0.0 0.1013
H -3.16654 0.51580 -7.56586 0.0 0.0 0.0 0.1038
H -5.52253 0.41602 -6.74425 0.0 0.0 0.0 0.0988
H -5.92885 -0.24172 -4.37999 0.0 0.0 0.0 0.0982
N 7.52901 6.70262 0.27407 0.0 0.0 0.0 0.0545
C 6.94132 5.60822 0.75325 0.0 0.0 -0.1 -0.1504
C 7.23059 5.06074 1.99462 0.0 0.0 0.0 -0.0690
C 8.18752 5.68252 2.77956 0.0 0.0 0.0 -0.0817
C 8.80996 6.82098 2.29522 0.0 0.0 0.0 -0.0772
C 8.44400 7.28827 1.04199 0.0 0.0 -0.1 -0.1594
H 6.20238 5.15325 0.10386 0.0 0.0 0.1 0.0900
H 6.71921 4.17131 2.33502 0.0 0.0 0.0 0.0864
H 8.44350 5.28657 3.75396 0.0 0.0 0.0 0.1038
H 9.56251 7.33783 2.87455 0.0 0.0 0.0 0.0992
H 8.90503 8.17806 0.62736 0.0 0.0 0.0 0.1015
N -4.73853 6.07962 -1.09609 0.0 0.1 0.1 0.0596
C -4.99177 7.36523 -1.33158 0.0 0.0 -0.1 -0.1518
C -5.42494 8.25507 -0.36092 0.0 0.0 0.0 -0.0746
C -5.60911 7.78328 0.92818 0.0 0.0 0.0 -0.0816
C -5.35164 6.44837 1.19095 0.0 0.0 0.0 -0.0678
C -4.91854 5.64273 0.14862 0.0 -0.1 0.0 -0.1445
H -4.83797 7.69439 -2.35344 0.0 0.0 0.0 0.1028
H -5.61233 9.29001 -0.61127 0.0 0.0 0.0 0.1004
H -5.94685 8.44548 1.71490 0.0 0.0 0.0 0.1048
H -5.48097 6.03704 2.18240 0.0 0.0 0.0 0.1015
H -4.70056 4.59344 0.31513 0.0 0.0 0.1 0.0911

---

Let's list F_max in order: 0.2275; 0.0937; 0.0477; 0.0052; 0.0207 hartree/bohr.